[1]
Formula: Ag2Cl7O20
Source: OMol25
Level of theory: ωB97M-V with the def2-TZVPD basis set

```
! wB97M-V def2-TZVPD RIJCOSX def2/J DEFGRID3
* xyz -3 3
Ag 0.562 -3.513 12.277
Ag -4.173 1.304 15.688
Cl -0.829 5.822 15.921
Cl -3.116 2.582 19.311
Cl 2.428 0.214 12.045
O 1.649 0.960 13.079
O 1.384 -0.894 10.956
O 2.915 1.261 11.246
O 3.655 -0.452 12.541
Cl -4.728 -1.080 10.010
O -3.963 -2.384 9.624
O -5.495 -1.311 11.186
O -3.763 -0.075 10.183
O -5.455 -0.982 8.926
Cl -2.396 5.910 11.254
O -2.757 7.034 12.089
O -2.821 4.705 11.889
O -3.082 6.395 10.053
O -1.110 5.848 10.723
Cl -7.680 -1.242 17.701
O -7.079 -0.998 16.431
O -7.649 -2.705 17.944
O -8.852 -0.483 17.570
O -6.714 -0.167 19.103
Cl -0.729 1.951 15.859
O -1.926 2.283 15.154
O -0.671 2.510 17.205
O -0.523 0.622 15.915
O 0.397 2.653 15.102
*
```

Strongest force on any atom ... 11.9 eV Å⁻¹
Energy ... -136554.2541 eV
M ... 783.89 g mol⁻¹

=====

[2]
Formula: Ag2F2
Source: OMol25
Level of theory: ωB97M-V with the def2-TZVPD basis set

```
! wB97M-V def2-TZVPD RIJCOSX def2/J DEFGRID3
* xyz 2 3
Ag -0.184 -1.201 -1.165
Ag -0.150 0.855 1.436
F -0.904 0.671 -0.675
F 1.238 -0.325 0.404
*
```

Strongest force on any atom ... 1.2 eV Å⁻¹
Energy ... -13406.1716 eV
M ... 253.73 g mol⁻¹

=====

[3]
Formula: AgBe2Cl9I
Source: OMol25
Level of theory: ωB97M-V with the def2-TZVPD basis set

```
! wB97M-V def2-TZVPD RIJCOSX def2/J DEFGRID3
* xyz -5 1
Be 1.975 0.948 1.342
Be -2.014 -0.218 -2.507
Ag 1.527 -2.296 -1.857
Cl -0.592 -2.522 -3.698
Cl -1.379 2.787 -2.837
Cl -2.233 0.617 3.773
Cl 2.983 2.586 -1.454
Cl 4.113 -0.765 0.539
Cl 1.500 -1.378 3.291
Cl -3.843 0.746 -0.254
Cl 0.212 -0.359 -0.470
Cl -0.045 3.462 1.753
I -2.204 -3.608 2.379
*
```

Strongest force on any atom ... 3.3 eV Å⁻¹
Energy ... -125591.3578 eV
M ... 571.87 g mol⁻¹

=====

[4]
Formula: AgH14O7
Source: OMol25
Level of theory: ωB97M-V with the def2-TZVPD basis set

```
! wB97M-V def2-TZVPD RIJCOSX def2/J DEFGRID3
* xyz 1 1
Ag 0.121 0.324 0.119
O 0.451 -1.255 -1.623
H -0.331 -1.643 -2.061
H 1.038 -1.044 -2.323
O -1.092 -0.720 1.753
H -0.834 -1.260 2.514
H -1.879 -0.191 1.978
O 1.663 -0.854 1.605
H 1.580 -0.631 2.581
H 2.589 -0.988 1.342
O -1.470 -3.005 0.167
H -1.430 -2.131 0.584
H -2.198 -3.507 0.664
O 2.114 1.244 -0.888
H 2.557 0.594 -1.439
H 2.725 1.319 -0.197
O -1.895 1.219 -0.803
H -2.210 2.107 -0.750
H -2.566 0.744 -1.323
O 0.195 3.174 -0.276
H 1.080 2.864 -0.540
H -0.207 3.640 -1.084
*
```

Strongest force on any atom ... 2.5 eV Å⁻¹
Energy ... -18552.8390 eV
M ... 233.97 g mol⁻¹

=====

[5]
Formula: AgI
Source: OMol25
Level of theory: ωB97M-V with the def2-TZVPD basis set

```
! wB97M-V def2-TZVPD RIJCOSX def2/J DEFGRID3
* xyz 0 3
Ag -11.581 13.912 -13.092
I -12.073 14.050 -10.344
*
```

Strongest force on any atom ... 0.4 eV Å⁻¹
Energy ... -12097.2187 eV
M ... 234.77 g mol⁻¹

=====

[6]
Formula: AlBH10O3
Source: OMol25
Level of theory: ωB97M-V with the def2-TZVPD basis set

```
! wB97M-V def2-TZVPD RIJCOSX def2/J DEFGRID3
* xyz 2 1
Al -11.936 -12.869 13.071
B -10.691 -9.687 10.133
H -10.904 -10.330 9.294
H -9.923 -10.168 10.718
H -10.303 -8.748 9.771
H -11.612 -9.571 10.684
O -8.922 -11.316 15.594
H -8.767 -11.796 16.408
H -8.349 -10.551 15.654
O -12.436 -9.067 14.714
H -11.810 -8.349 14.620
H -13.251 -8.642 14.979
O -10.460 -16.160 15.187
H -10.950 -16.982 15.215
H -9.618 -16.369 15.592
*
```

Strongest force on any atom ... 6.9 eV Å⁻¹
Energy ... -13548.5859 eV
M ... 95.87 g mol⁻¹

=====

[7]
Formula: AlBH14O5
Source: OMol25
Level of theory: ωB97M-V with the def2-TZVPD basis set

```
! wB97M-V def2-TZVPD RIJCOSX def2/J DEFGRID3
* xyz 2 1
Al 0.387 -1.827 0.746
B -3.315 0.829 -1.823
H -3.204 0.890 -2.894
H -4.175 1.447 -1.614
H -3.517 -0.112 -1.335
H -2.417 1.231 -1.380
O 1.164 3.277 0.666
H 1.959 3.804 0.743
H 0.452 3.890 0.852
O 2.230 0.434 5.089
H 2.817 -0.199 5.502
H 2.127 1.127 5.741
O -2.785 0.949 3.629
H -2.555 1.447 4.413
H -3.486 1.456 3.219
O 3.139 -5.132 -2.276
H 3.480 -5.077 -3.168
H 3.342 -6.024 -1.996
O 1.391 -0.830 -4.320
H 0.819 -1.130 -5.027
H 2.147 -0.450 -4.768
*
```

Strongest force on any atom ... 6.5 eV Å⁻¹
Energy ... -17709.6616 eV
M ... 131.90 g mol⁻¹

=====

[8]
Formula: AlFO2S
Source: OMol25
Level of theory: ωB97M-V with the def2-TZVPD basis set

```
! wB97M-V def2-TZVPD RIJCOSX def2/J DEFGRID3
* xyz 1 2
Al 0.777 -0.094 1.370
F -0.031 -0.257 -2.147
S -1.139 -0.297 -0.842
O -0.364 -0.902 0.293
O 0.757 1.550 1.326
*
```

Strongest force on any atom ... 4.1 eV Å⁻¹
Energy ... -24233.8621 eV
M ... 110.04 g mol⁻¹